(1)
C9H12N2O4PtS as an isolated structure at a distorted geometry. Source: the Open Molecules 2025 dataset; level of theory: the ωB97M-V functional and the def2-TZVPD basis.

HOMO level (spin up / spin down) ... -14.78 / -16.38 eV
Charge ... +2
Multiplicity ... 3
Frontier orbital gap (spin up / spin down) ... 7.06 / 5.94 eV
Total energy ... -1277.38858 Eh
LUMO (spin up / spin down) ... -0.2838 / -0.3838 Eh

Element x y z (Å)
H -1.53579 0.25438 5.25433
O -0.02860 3.15021 -0.00301
C 1.56910 -1.92396 5.02136
H 3.21848 -1.71905 2.25178
C 0.01073 -1.99084 0.04698
H -0.60438 -1.25149 5.34566
O -2.69492 -0.02746 -1.55683
H -0.85552 1.77390 2.59640
H 0.77957 -2.66121 4.85119
Pt 0.01576 0.00337 0.09028
C -1.27494 0.76016 2.69471
S 1.59566 0.53698 1.88313
C -1.17355 -0.61518 4.68531
N -0.42867 -0.13878 3.52538
H 2.46502 -2.47423 5.32359
C 1.68255 0.00676 -1.01347
C 3.20478 -1.28918 3.26561
C -0.03938 2.00241 0.00045
H -2.06003 -1.16508 4.33380
N 1.81930 -1.18374 3.80131
O 0.03709 -3.14117 0.00052
H -1.46514 0.31637 1.69074
H 3.71282 -0.31188 3.25029
H -2.28249 0.86133 3.13104
O 2.68709 0.02907 -1.54341
C 0.89376 -0.37138 3.19291
H 3.81125 -1.94800 3.89930
H 1.33607 -1.22822 5.83376
C -1.69883 -0.03081 -0.99170



(2)
One molecule with the formula C18H24ClN3O4 at a distorted geometry. Source: the Open Molecules 2025 dataset; level of theory: the ωB97M-V functional and the def2-TZVPD basis.

HOMO level ... -8.61 eV
SMILES string ... NC[C@@H]1CCCN1C(=O)[C@@H]1CC[C@H](COc2cc(C(=O)O)ccc2Cl)N1
Charge ... 0
Multiplicity ... 1
Frontier orbital gap ... 8.54 eV
Total energy ... -1625.62189 Eh
LUMO ... -0.0024 Eh

Element x y z (Å)
H -2.69402 2.15404 1.15456
H 1.82126 0.07936 -3.04511
H 3.65842 -0.52889 3.59232
C -4.94969 3.61592 2.15826
N 3.09421 -1.50818 -0.28895
H -5.91074 5.20926 2.67068
C 0.96267 -1.49323 -1.82513
H 3.79666 0.72791 0.90333
N 3.98591 0.23524 2.87360
H 1.20930 -2.25331 -2.56370
O -2.68516 -0.37892 0.02037
H 3.38461 -2.03313 1.80656
H -2.24151 -0.78849 -2.66956
Cl -5.26439 -1.99629 -0.42195
O -6.12347 4.25297 2.53293
C 3.98954 -1.43746 -1.41865
C -6.02113 1.41088 1.74205
C -3.65333 1.59189 1.21704
C 1.72753 -1.56337 -0.47843
H 4.96838 0.30817 2.89947
H 1.16175 0.62440 -1.58653
H 5.41852 -2.47699 0.73151
H 4.02247 -2.53049 -1.68694
C 5.17101 -1.46111 0.65166
H -7.01181 1.79312 1.99507
C -3.73245 0.28394 0.62193
O -3.91300 4.25066 1.96173
C 3.35874 0.05714 1.60345
N -0.54340 -1.67779 -1.64571
H 6.06930 -1.49249 -1.30154
C -1.80656 0.36462 -0.88535
C 0.99842 -0.10882 -2.35731
C -4.85417 2.23115 1.72389
H 3.79325 -0.76731 -2.24686
H -7.01622 -0.39583 1.11767
C -6.05724 0.11595 1.10802
H 5.84148 -0.84053 1.37022
H -0.70966 1.06901 -3.10616
O 1.07436 -1.88951 0.50982
H 5.21443 0.17025 -0.74883
C -0.34906 0.08454 -2.97375
H -0.28433 -0.49927 -3.94629
H -0.67055 -1.72607 -0.57996
C 3.74659 -1.31852 1.00364
H -0.95855 0.83836 -0.40513
C -1.30424 -0.53235 -2.08759
C -4.91163 -0.39646 0.55720
C 5.22209 -0.97762 -0.76271
H 2.33397 0.29864 1.73038
H -2.35857 1.30502 -1.22524



(3)
One molecule with the formula CH5N3 at a distorted geometry. Source: the Open Molecules 2025 dataset; level of theory: the ωB97M-V functional and the def2-TZVPD basis.

HOMO level ... -8.65 eV
SMILES string ... N=C(N)N
Charge ... 0
Multiplicity ... 1
Frontier orbital gap ... 9.55 eV
Total energy ... -205.36190 Eh
LUMO ... 0.0329 Eh

Element x y z (Å)
N 1.02903 0.07239 -0.89126
N -0.59525 -0.91602 0.55683
N -0.16816 1.38509 0.53729
H 1.38143 1.02098 -0.94390
H -0.33150 -1.81983 0.21746
H -1.55712 -0.72209 0.76262
H -1.03119 1.53400 1.02751
H 1.17780 -0.76737 -1.38378
C 0.09495 0.21285 0.11723



(4)
C24H26AsF6GeN4OPdSe2 as an isolated structure at a distorted geometry. Source: the Open Molecules 2025 dataset; level of theory: the ωB97M-V functional and the def2-TZVPD basis.

HOMO level (spin up / spin down) ... -0.36 / -0.48 eV
Charge ... -2
Multiplicity ... 2
Frontier orbital gap (spin up / spin down) ... 4.66 / 4.77 eV
Total energy ... -11067.14971 Eh
LUMO (spin up / spin down) ... 0.1579 / 0.1579 Eh

Element x y z (Å)
N 4.27765 1.86434 -0.69554
H -6.80478 -1.28073 0.55453
F -0.98831 -0.85820 1.74892
C 0.54435 1.10984 -1.77028
C 0.98313 2.71956 0.62486
C -3.45702 0.26383 -0.52645
C 1.98562 -0.60978 1.69607
C 1.67983 0.94156 -4.80589
H 1.41198 0.68466 -5.82830
H 0.00312 2.07613 -1.77960
H -0.14600 -2.20829 -2.82760
F -2.06517 -0.62726 5.12094
C 3.38553 -2.35025 3.31219
C 3.62953 3.61569 0.85631
C 0.55229 -1.75541 -3.52459
H -2.22498 0.36529 -3.48958
Se -2.74442 2.61253 -1.27081
N 1.76290 1.22510 -1.14802
H 4.65434 3.92903 0.99811
C 1.90649 -1.98617 1.45472
C 2.60370 -2.85823 2.29554
C 2.60894 4.21541 1.56513
H -4.76546 -2.65243 0.55309
C -3.50688 -1.08217 -0.15866
H 3.92735 -3.03508 3.95488
H 1.37785 0.06240 1.08919
F -3.00518 0.06425 2.91950
Se 3.43965 0.59523 -1.69590
H 1.55796 -1.99752 -3.19481
C 3.47469 -0.98099 3.52116
H 4.09104 -0.60447 4.32516
Ge 0.33073 0.21988 -3.50215
H -1.65661 0.50098 -5.15814
C -4.63023 1.08785 -0.49210
H 1.75321 2.02273 -4.72864
H 2.54026 -3.92778 2.13883
H 0.39671 -2.16451 -4.51818
N -2.34634 0.87449 -0.97484
F -2.27876 -2.29723 3.28916
Pd -0.43850 0.00229 -0.37352
H -0.00306 -3.97011 1.32315
F -0.02833 -1.49327 3.95802
C 0.48768 -3.81100 0.36570
C 2.75533 -0.10690 2.72034
C -1.46265 0.79678 -4.13203
H 2.84377 5.04668 2.22368
H -0.24358 -3.91692 -0.43512
H 2.78200 0.95883 2.89935
H -6.73529 1.11565 -0.08110
C 3.34949 2.55415 -0.02208
C 1.98089 2.19701 -0.17501
F -0.74362 0.86198 3.57853
C 1.30030 3.75204 1.49624
H -0.03321 2.30088 0.59089
As -1.52108 -0.69907 3.42666
H 2.65601 0.51729 -4.58826
C 1.10075 -2.42756 0.31983
C -4.71411 -1.61649 0.24133
N -4.47258 2.36996 -0.85388
H 1.26153 -4.57017 0.24495
O 0.93923 -1.69703 -0.67076
H -1.54666 1.87996 -4.05446
C -5.86689 -0.82773 0.25404
H -2.58804 -1.67487 -0.19317
C -5.84324 0.50438 -0.10535
H 0.52516 4.17894 2.11380



(5)
A 2-piece molecular cluster, C6H14N2O overall. Source: the Open Molecules 2025 dataset; level of theory: the ωB97M-V functional and the def2-TZVPD basis.

HOMO level ... -6.78 eV
Charge ... 0
Multiplicity ... 1
Frontier orbital gap ... 7.12 eV
Total energy ... -421.55561 Eh
LUMO ... 0.0128 Eh

Element x y z (Å)
H -2.31622 0.16670 -0.49732
H 0.89754 -1.98960 -1.76950
N -0.37234 2.27309 -0.23085
H -1.15217 0.11323 -1.86158
H -1.48992 -1.35823 -0.87841
O 1.87540 1.38554 -0.58032
H -0.40525 1.36040 2.52833
H 2.45362 -1.24770 -1.32236
H -0.04556 -2.47731 0.55620
C 1.37931 -1.07020 -1.43815
C 0.84105 -0.63943 -0.12347
H -1.27907 2.65663 -0.43464
N 1.14008 0.64825 0.29691
H 1.61267 -2.16390 1.07616
H 0.47697 2.42824 -0.81180
C 0.63246 -1.70108 0.90880
H -1.95130 1.48813 1.66392
C -1.39300 -0.27323 -0.87440
H -1.23373 -0.09492 1.93487
H 1.28418 -0.26547 -2.16392
C -1.00888 0.94249 1.71693
C -0.24643 1.13312 0.43822
H 0.30058 -1.31475 1.86639